Entry from the OMol25 dataset: a 11-piece molecular cluster, C79H165N7O19 overall at a distorted geometry (ωB97M-V/def2-TZVPD).

The geometry in XYZ format:
```
270
Properties=species:S:1:pos:R:3:forces:R:3:mulliken_charge:R:1
C 2.992 -2.883 4.388 -0.883 0.014 0.548 -2.029
C 3.906 -3.810 3.630 -0.471 0.344 -0.411 2.598
C 4.326 -3.095 2.254 -0.875 -0.685 1.460 -1.552
C 5.102 -3.983 4.526 -0.077 0.059 0.895 -1.702
C 5.983 -5.148 4.134 0.433 0.123 0.158 -0.626
C 5.087 -6.385 4.043 0.603 -0.273 0.097 -1.400
C 3.900 -6.227 3.126 0.038 -0.421 -0.479 1.834
C 4.366 -6.197 1.670 0.384 -0.072 0.254 -1.585
C 3.064 -7.465 3.256 -0.154 -1.306 0.349 -2.099
N 3.123 -5.091 3.616 0.316 0.906 -1.562 -0.023
O 2.130 -4.845 2.600 0.344 0.056 -0.493 -0.165
H 2.036 -2.822 3.873 0.040 0.592 -0.249 -0.236
H 2.736 -3.344 5.351 0.218 0.150 -0.059 0.708
H 3.453 -1.913 4.576 -0.178 0.104 -0.150 0.548
H 3.740 -3.447 1.394 0.487 -0.021 0.256 0.031
H 4.053 -2.050 2.438 0.296 -0.012 -0.349 0.409
H 5.413 -3.179 2.169 -0.223 0.001 -0.554 0.495
H 5.563 -2.985 4.558 0.397 -0.431 0.091 0.401
H 4.649 -4.159 5.514 0.512 -0.062 0.032 0.490
H 6.440 -4.891 3.183 0.020 -0.278 -0.462 0.342
H 6.866 -5.293 4.790 -0.713 0.012 0.004 0.412
H 4.689 -6.673 5.021 0.247 0.206 0.151 0.456
H 5.603 -7.259 3.647 0.401 -0.015 0.196 0.347
H 5.206 -5.516 1.573 -0.063 0.142 -0.507 0.389
H 3.564 -6.004 0.971 -0.128 0.427 -0.080 0.114
H 4.712 -7.206 1.438 0.233 0.092 -0.029 0.600
H 2.195 -7.437 2.605 -0.360 0.208 0.263 0.426
H 2.822 -7.629 4.317 -0.374 -0.013 -0.410 0.406
H 3.617 -8.360 2.901 -0.031 0.490 0.346 0.404
H 1.271 -4.985 2.982 -0.626 -0.258 0.735 0.135
C -0.612 -2.868 5.185 0.662 0.224 0.138 -2.145
C -1.899 -3.630 5.359 -0.275 -0.508 -0.259 2.221
C -1.950 -4.243 6.765 -0.095 -0.598 -0.087 -1.605
C -3.074 -2.677 5.299 0.621 1.510 -0.691 -1.043
C -4.424 -3.293 5.098 -0.909 -0.861 0.694 -1.457
C -4.390 -4.262 3.948 0.564 -0.059 -1.136 0.092
C -3.269 -5.318 4.028 -1.258 0.392 0.109 1.356
C -3.740 -6.375 5.094 0.252 0.436 -0.013 -1.520
C -3.192 -5.913 2.639 -0.326 -0.594 0.056 -1.471
N -2.031 -4.552 4.182 0.099 -0.625 1.450 1.030
O -1.013 -5.538 4.233 1.072 0.476 -0.607 -0.414
H 0.259 -3.526 5.205 -0.081 0.019 0.335 0.488
H -0.530 -2.334 4.248 -0.362 0.065 -0.531 -0.225
H -0.538 -2.104 5.963 0.182 -0.144 0.146 0.509
H -2.988 -4.435 6.997 -0.142 -0.169 0.332 0.439
H -1.403 -5.176 6.926 0.136 0.050 -0.158 0.191
H -1.582 -3.527 7.496 0.102 0.095 -0.032 0.495
H -2.979 -1.999 6.152 -0.369 -0.220 0.231 0.549
H -2.864 -2.009 4.459 -0.212 -0.013 -0.298 -0.330
H -4.803 -3.804 5.997 0.259 0.080 0.017 0.478
H -5.200 -2.577 4.872 -0.024 0.620 -0.012 0.703
H -4.175 -3.679 3.032 -0.266 -0.145 0.385 -0.881
H -5.326 -4.794 3.756 -0.123 0.210 0.249 0.696
H -4.076 -5.835 5.991 0.063 -0.438 -0.218 0.403
H -2.992 -7.120 5.398 -0.025 0.192 -0.163 0.318
H -4.611 -6.936 4.691 0.588 0.424 0.150 0.381
H -2.352 -6.608 2.466 -0.369 0.443 0.129 0.274
H -3.170 -5.050 1.975 0.233 -0.405 -0.435 -0.083
H -4.138 -6.447 2.519 0.092 -0.101 -0.486 0.499
H -1.073 -5.964 5.086 -0.048 -0.340 0.599 0.262
C 4.668 -2.417 -5.808 -0.413 -0.026 0.605 -1.873
C 4.707 -1.811 -4.375 0.508 -0.457 -0.595 1.600
C 5.551 -0.499 -4.434 -0.946 -0.147 -0.214 -0.854
C 3.249 -1.447 -4.025 0.571 -0.795 -0.539 -1.000
C 3.121 -1.103 -2.572 0.219 1.478 -0.070 1.606
C 3.691 -2.141 -1.639 -0.418 -0.959 0.422 -1.247
C 5.078 -2.699 -2.025 0.915 0.305 1.356 2.120
C 6.125 -1.697 -1.425 -1.550 0.469 -0.118 -1.133
C 5.251 -4.060 -1.279 0.121 1.517 0.628 -1.602
N 5.149 -2.876 -3.457 1.181 -1.146 -1.315 0.083
O 6.576 -3.189 -3.823 -0.837 0.664 0.627 -0.515
H 4.089 -1.711 -6.386 0.103 0.323 -0.581 0.314
H 5.625 -2.626 -6.285 0.083 0.300 0.208 0.442
H 4.076 -3.331 -5.834 0.058 -0.229 0.280 0.445
H 5.142 0.256 -3.752 0.486 -0.181 -0.028 -0.144
H 6.629 -0.596 -4.348 -0.009 -0.307 0.316 0.250
H 5.361 -0.131 -5.440 0.087 0.344 -0.131 0.479
H 3.007 -0.625 -4.694 -0.174 0.357 0.193 -0.958
H 2.586 -2.256 -4.334 0.037 -0.349 0.158 0.585
H 3.688 -0.171 -2.485 0.094 0.083 0.417 -1.017
H 2.106 -0.775 -2.346 -0.181 -0.419 0.279 -0.195
H 3.022 -3.014 -1.570 -0.102 0.302 -0.196 0.490
H 3.778 -1.774 -0.597 -0.115 0.005 -0.496 0.152
H 7.139 -1.765 -1.783 0.266 -0.361 -0.034 0.298
H 6.026 -1.808 -0.339 0.503 0.084 -0.166 0.396
H 5.734 -0.697 -1.651 0.417 0.053 -0.004 -0.009
H 4.300 -4.550 -1.147 -0.180 -0.655 -0.539 0.302
H 5.567 -3.855 -0.241 -0.029 0.027 -0.421 0.094
H 6.041 -4.633 -1.719 0.150 -0.631 -0.400 0.518
H 6.646 -4.048 -4.275 -0.910 0.322 0.335 0.322
C 2.097 2.343 -3.876 -1.056 -0.127 -0.083 0.921
C 2.524 3.357 -4.976 0.526 -0.090 -0.385 2.494
C 3.223 4.550 -4.313 0.581 -0.334 -0.238 -1.743
C 3.572 2.634 -5.898 0.341 1.431 2.092 -1.291
C 2.936 1.621 -6.788 -0.379 -0.484 -0.497 0.594
C 1.862 2.296 -7.610 0.380 1.175 -0.891 -2.032
C 0.810 3.055 -6.841 0.946 0.889 1.084 1.887
C 0.068 3.973 -7.788 -0.710 -1.606 -0.974 -1.946
C -0.139 2.049 -6.222 -1.207 0.276 -0.395 -1.359
N 1.534 3.951 -5.891 -0.713 -0.303 0.382 0.040
O 0.495 4.536 -5.090 -0.393 -0.027 0.401 -0.496
H 2.782 2.396 -3.027 -0.016 0.118 -0.067 -0.292
H 1.058 2.449 -3.497 0.580 0.418 -0.250 -0.262
H 2.131 1.306 -4.226 0.114 0.131 -0.112 -1.070
H 2.666 5.064 -3.544 -0.529 -0.008 0.047 0.138
H 4.058 4.091 -3.790 0.502 0.346 0.060 0.220
H 3.569 5.304 -5.052 -0.142 -0.576 0.347 0.446
H 4.102 3.449 -6.405 -0.222 -0.271 -0.596 0.648
H 4.341 2.273 -5.181 -0.424 -0.414 -0.513 -0.129
H 3.667 1.233 -7.487 0.230 -0.410 -0.037 0.555
H 2.492 0.785 -6.239 0.298 -0.006 0.114 -0.618
H 1.270 1.693 -8.273 0.169 -0.982 -0.348 0.541
H 2.390 2.999 -8.274 -0.163 0.044 0.121 0.430
H -0.411 3.308 -8.521 0.072 0.001 -0.110 0.404
H 0.754 4.558 -8.382 0.021 0.753 0.298 0.450
H -0.789 4.453 -7.340 0.243 0.740 0.302 0.370
H -0.897 2.538 -5.570 0.777 -0.576 -0.031 0.156
H 0.358 1.166 -5.824 -0.054 0.228 0.576 -0.018
H -0.701 1.676 -7.084 -0.188 -0.176 0.112 0.551
H 0.727 5.455 -4.898 0.366 -0.194 -0.357 0.314
C -5.165 1.773 -4.270 -0.256 0.612 0.525 -1.607
C -5.603 2.354 -2.899 0.050 1.041 0.953 2.097
C -5.922 1.179 -1.942 0.146 0.840 -0.845 -1.676
C -4.388 3.071 -2.236 0.260 -0.081 -0.872 -0.339
C -4.043 4.471 -2.812 -1.270 -0.653 0.595 -0.192
C -5.306 5.311 -2.738 -0.435 0.459 1.001 -1.519
C -6.531 4.718 -3.423 -0.343 -0.437 -0.305 1.737
C -7.773 5.575 -3.093 1.047 -0.274 0.844 -1.946
C -6.317 4.845 -4.940 -0.056 -0.996 -0.468 -1.589
N -6.766 3.352 -2.879 1.331 -0.462 0.070 0.133
O -7.819 2.759 -3.602 -0.457 -0.344 -0.688 -0.517
H -6.015 1.482 -4.873 -0.246 -0.282 -0.044 0.358
H -4.632 2.530 -4.827 0.227 0.210 -0.246 0.366
H -4.479 0.928 -4.126 -0.291 0.113 0.035 0.286
H -6.281 1.455 -0.938 0.321 0.116 -0.459 0.385
H -6.695 0.607 -2.439 -0.007 -0.685 0.112 0.531
H -4.938 0.692 -1.912 -0.599 -0.648 0.412 -0.041
H -4.589 3.092 -1.162 0.045 0.463 0.023 0.480
H -3.534 2.391 -2.361 -0.102 0.138 0.027 -0.535
H -3.272 4.929 -2.212 0.383 0.170 0.147 0.022
H -3.708 4.463 -3.840 0.331 -0.417 -0.246 0.181
H -5.179 6.293 -3.180 0.268 0.281 -0.145 0.455
H -5.565 5.506 -1.678 0.111 -0.209 -0.300 0.245
H -8.004 5.445 -2.015 0.031 0.321 -0.555 0.390
H -8.592 5.181 -3.681 -0.348 0.386 -0.194 0.481
H -7.497 6.628 -3.329 -0.663 -0.668 0.184 0.421
H -5.255 4.695 -5.158 -0.215 0.443 -0.333 0.309
H -6.707 5.816 -5.217 0.544 0.451 -0.284 0.465
H -6.867 4.154 -5.610 0.081 -0.025 0.813 0.243
H -8.608 2.807 -3.052 0.216 0.038 0.277 0.350
C -1.458 -3.419 -0.349 -0.500 -0.685 0.530 -2.059
C -1.289 -2.112 0.387 0.813 1.024 -0.174 2.490
C -2.418 -1.947 1.436 0.081 -0.762 -0.078 1.186
C 0.102 -2.125 1.124 -1.080 -0.962 -0.637 -0.741
C 0.586 -0.787 1.645 -0.506 -0.334 -0.145 0.727
C 0.510 0.192 0.494 -0.349 0.299 -0.666 -0.827
C -0.859 0.286 -0.224 1.290 0.327 0.071 3.106
C -1.804 1.052 0.709 -0.156 0.856 -1.129 -1.184
C -0.573 1.136 -1.506 -0.483 -0.464 0.373 -1.233
N -1.213 -1.054 -0.651 -0.879 -0.223 -0.048 0.462
O -2.535 -0.967 -1.210 -0.359 0.096 0.062 0.630
H -2.436 -3.528 -0.806 -0.465 0.171 0.208 0.161
H -0.789 -3.590 -1.186 0.652 0.111 0.233 0.335
H -1.375 -4.180 0.439 0.150 -0.290 -0.554 0.282
H -2.079 -1.350 2.278 -0.255 0.204 0.023 -0.603
H -3.380 -1.625 1.049 0.192 0.627 -0.313 -0.305
H -2.685 -2.930 1.839 0.523 -0.013 0.090 -1.046
H -0.073 -2.914 1.864 0.492 0.271 0.396 -0.357
H 0.863 -2.515 0.441 -0.106 -0.049 -0.138 -0.154
H -0.057 -0.449 2.463 0.248 0.050 0.199 -0.864
H 1.614 -0.936 1.990 -0.149 0.346 0.196 0.146
H 1.203 -0.079 -0.298 0.500 -0.141 0.066 -0.718
H 0.696 1.226 0.770 0.440 0.070 0.339 0.606
H -1.826 0.748 1.749 -0.094 -0.176 -0.042 0.253
H -2.783 1.134 0.254 -0.566 -0.532 0.196 -0.562
H -1.485 2.097 0.644 0.298 0.019 0.422 0.298
H -0.091 2.049 -1.176 0.081 0.268 -0.092 -0.262
H -1.491 1.391 -2.044 0.022 0.016 0.132 0.229
H 0.093 0.636 -2.226 -0.181 -0.103 0.436 -0.019
H -2.457 -1.068 -2.165 0.364 -0.042 -0.066 -0.353
C 1.136 3.896 7.990 0.046 -1.180 -0.204 -1.639
C 1.065 4.239 6.488 -1.216 -0.655 -0.262 1.955
C 1.612 5.625 6.258 -0.144 0.573 0.656 -1.781
C 1.957 3.277 5.770 1.251 -0.252 -0.524 -1.493
C 1.446 1.874 5.516 0.914 -0.151 0.529 -0.622
C 0.076 1.917 4.956 -1.391 -0.128 -0.361 -1.156
C -0.881 2.794 5.791 -0.871 -0.758 -1.096 2.065
C -2.169 2.901 4.913 0.172 -0.131 0.836 -2.092
C -1.228 2.072 7.118 -0.733 -0.690 -1.263 -1.627
N -0.312 4.135 5.836 1.295 0.276 1.493 -0.103
O -1.154 4.904 6.702 -0.463 0.405 -0.310 -0.474
H 2.081 4.196 8.406 0.273 1.116 0.195 0.435
H 0.289 4.203 8.574 -0.183 0.478 0.255 0.343
H 1.286 2.828 8.174 -0.697 -0.285 -0.419 0.358
H 1.745 5.873 5.197 0.094 -0.205 0.296 0.394
H 0.937 6.374 6.702 0.340 -0.175 -0.055 0.397
H 2.561 5.620 6.826 -0.208 0.527 -0.593 0.357
H 2.228 3.716 4.809 -0.013 0.022 -0.216 0.243
H 2.883 3.249 6.354 0.100 -0.126 -0.176 0.443
H 2.160 1.371 4.874 0.027 -0.086 -0.464 0.424
H 1.487 1.254 6.414 -0.239 0.176 0.263 0.348
H -0.373 0.927 4.877 -0.022 -0.294 0.304 0.100
H -0.009 2.265 3.926 0.620 0.361 -0.097 0.320
H -2.890 3.598 5.321 -0.211 0.101 0.353 0.520
H -2.659 1.931 4.816 0.083 -0.071 0.066 0.226
H -1.935 3.252 3.930 0.351 0.254 -0.702 0.635
H -2.159 1.514 6.905 0.383 0.035 0.163 0.351
H -1.485 2.697 7.946 0.306 0.524 0.510 0.335
H -0.476 1.315 7.328 0.097 0.214 0.504 0.318
H -1.584 5.509 6.085 0.026 0.013 0.206 0.357
C -6.128 -3.274 0.046 -0.212 0.065 0.708 -0.125
C -7.027 -2.884 1.246 0.822 -0.380 -0.226 -0.830
O -6.225 -2.157 2.223 -0.031 -0.013 -0.289 -0.240
C -6.103 -0.871 1.902 -1.642 -0.837 -1.487 0.937
O -6.652 -0.360 0.955 -0.029 0.178 -0.330 -0.603
O -5.385 -0.236 2.752 0.956 0.424 1.712 -0.186
C -5.355 1.156 2.520 0.379 0.991 0.053 -0.336
H -5.353 -3.989 0.357 -0.217 0.199 0.053 0.076
H -5.629 -2.352 -0.268 -0.120 -0.239 -0.436 -0.202
H -6.701 -3.751 -0.766 0.122 0.420 0.242 0.489
H -7.312 -3.754 1.824 -0.407 -0.172 -0.129 0.344
H -7.876 -2.254 0.951 0.245 -0.392 0.114 0.438
H -6.319 1.629 2.409 -0.581 -0.355 0.165 0.372
H -4.839 1.373 1.600 0.498 0.033 -0.272 -0.043
H -4.862 1.589 3.375 0.335 0.087 0.143 0.105
C 3.530 2.566 0.634 -0.305 0.381 0.804 -1.296
C 3.969 3.530 -0.431 -0.195 1.206 0.972 0.364
O 4.624 2.897 -1.504 2.492 -1.356 -1.048 0.225
C 5.979 2.598 -1.329 -0.874 0.809 0.547 0.317
O 6.631 3.019 -0.405 -0.451 -0.201 -0.313 -0.592
O 6.484 1.845 -2.319 -1.573 -0.067 0.498 -0.052
C 7.908 1.712 -2.220 -0.247 1.073 0.728 -0.953
H 4.356 2.068 1.148 0.091 -0.455 -0.679 0.451
H 2.758 1.923 0.221 0.216 -0.480 0.256 0.127
H 3.109 3.116 1.488 -0.342 0.171 -0.433 0.439
H 4.552 4.335 0.030 0.388 -0.328 -0.296 0.181
H 3.115 4.053 -0.872 -0.025 -0.362 -0.140 -0.222
H 8.237 1.258 -1.285 -0.274 -0.116 -0.109 0.327
H 8.202 2.753 -2.214 1.051 0.025 -0.142 0.411
H 8.258 1.175 -3.071 0.027 -0.331 -0.602 0.194
C -0.302 4.820 -0.927 -0.019 1.378 -0.058 -0.406
C 0.004 6.293 -1.347 -0.146 0.202 0.792 -1.076
O 1.300 6.514 -1.957 -0.654 -0.862 -1.291 -0.319
C 2.328 6.742 -1.176 0.504 0.437 0.107 0.848
O 2.270 6.910 0.004 -0.067 -0.071 1.367 -0.601
O 3.459 6.828 -1.883 -1.028 -0.124 -0.709 -0.245
C 4.614 7.177 -1.137 -0.399 0.259 -0.116 -0.666
H -0.184 4.132 -1.756 0.200 -0.016 -0.182 -0.112
H -1.364 4.757 -0.610 0.601 0.114 -0.036 0.404
H 0.349 4.553 -0.084 -0.189 -0.097 -0.239 0.627
H -0.045 6.986 -0.513 0.115 -0.346 0.595 0.436
H -0.723 6.750 -2.009 0.008 -0.573 -0.699 0.392
H 5.295 7.565 -1.869 0.474 0.150 -0.201 0.233
H 4.985 6.279 -0.692 0.524 -0.360 0.494 0.233
H 4.367 7.925 -0.392 0.113 0.018 0.147 0.339
C -6.273 -2.711 -3.775 -0.068 0.237 -1.120 -1.240
C -4.827 -3.156 -3.799 0.071 -0.942 0.994 -0.163
O -3.805 -2.160 -3.961 0.971 -0.106 -0.223 -0.141
C -2.591 -2.706 -4.264 0.652 -0.707 0.254 0.626
O -2.300 -3.896 -4.378 -1.024 2.271 0.168 -0.633
O -1.693 -1.692 -4.371 0.306 -0.949 -0.308 -0.137
C -0.331 -2.188 -4.699 -0.861 0.590 -0.236 -0.309
H -6.869 -3.629 -3.831 0.078 0.093 0.327 0.399
H -6.608 -2.130 -4.630 0.288 0.147 -0.346 0.404
H -6.557 -2.128 -2.912 0.167 -0.035 0.462 0.133
H -4.555 -3.906 -4.527 -0.711 -0.330 -0.346 0.531
H -4.707 -3.643 -2.820 0.503 0.101 -0.126 0.132
H 0.078 -2.652 -3.810 0.090 -0.246 -0.042 0.209
H 0.284 -1.339 -5.005 -0.405 0.187 0.350 -0.191
H -0.391 -2.851 -5.564 -0.028 -0.198 0.388 0.456
```
Forces are in eV/Å.

Calculated values
SMILES: CC1(C)CCCC(C)(C)N1O.CC1(C)CCCC(C)(C)N1O.CC1(C)CCCC(C)(C)N1O.CC1(C)CCCC(C)(C)N1O.CC1(C)CCCC(C)(C)N1O.CC1(C)CCCC(C)(C)N1O.CC1(C)CCCC(C)(C)N1O.CCOC(=O)OC.CCOC(=O)OC.CCOC(=O)OC.CCOC(=O)OC
Total charge: 0
LUMO level in hartree: 0.018
Kohn-Sham gap in eV: 8.948